## i
The following is a DFT calculation (ωB97M-V with the def2-TZVPD basis set) of 2 unconnected molecules or ions with the total composition C4H4BrClS.

Element x y z (Å)
C 1.044 0.558 0.114
C 0.679 0.434 1.388
C 0.267 -0.162 -0.918
C -0.808 -0.842 -0.161
S -0.626 -0.745 1.543
Cl -1.754 -2.083 -0.825
Br -2.523 1.369 -0.375
H 1.897 1.130 -0.062
H 1.063 0.747 2.246
H -0.030 0.612 -1.588
H 0.790 -1.018 -1.362

The HOMO-LUMO gap (spin up / spin down) is 6.73 / 6.74 eV. The value obtained for the molar mass is 199.50 g mol⁻¹. The value obtained for the LUMO energy (spin up / spin down) is -1.57 / -1.57 eV. As for the multiplicity: 1.



## ii
The following is a DFT calculation (ωB97M-V with the def2-TZVPD basis set) of 2 unconnected molecules or ions with the total composition C4H4BrClS.

Element x y z (Å)
S 2.231 -1.778 2.169
C 1.214 -0.578 1.957
C -0.002 -0.598 1.085
C 0.207 0.504 0.218
C 0.816 1.330 -0.423
Cl 1.385 2.454 -1.460
H 1.457 0.452 2.242
H -0.947 -0.672 1.570
H -0.111 -1.508 0.580
Br -3.310 0.837 -4.293
H -2.940 -0.443 -3.646

The HOMO-LUMO gap is 8.62 eV. The value obtained for the molar mass is 199.50 g mol⁻¹. The value obtained for the LUMO energy is -0.31 eV. As for the multiplicity: 1. The SMILES is S=CCC#CCl.Br.



## iii
The following is a DFT calculation (ωB97M-V with the def2-TZVPD basis set) of a single C4H4BrClS molecule.

Element x y z (Å)
Cl -2.479 -3.127 2.239
S -1.134 -2.520 0.862
C -1.364 -0.778 0.935
C -0.607 0.139 0.339
C 0.612 -0.074 -0.440
C 1.774 -0.517 0.018
Br 2.053 -1.024 1.816
H -2.247 -0.502 1.488
H -0.927 1.173 0.394
H 0.565 0.241 -1.476
H 2.655 -0.628 -0.592

The HOMO-LUMO gap is 8.77 eV. The value obtained for the molar mass is 199.50 g mol⁻¹. The value obtained for the LUMO energy is 0.12 eV. As for the multiplicity: 1. The SMILES is ClS/C=C\C=C/Br.



Which one is most stable, and which one is least stable? iii is the most stable of them, while ii is the least stable.



## i
The following is a DFT calculation (ωB97M-V with the def2-TZVPD basis set) of 2 unconnected molecules or ions with the total composition C5H7NO3.

Element x y z (Å)
C -1.073 1.803 -0.048
C -0.265 0.930 -0.237
C -3.342 -0.031 0.414
C 2.050 0.068 -0.782
C 0.600 -0.058 -0.646
N 0.219 -1.409 0.193
O -4.173 0.741 0.499
O -2.547 -0.842 0.448
O 2.773 0.164 0.462
H -1.800 2.546 0.267
H 2.282 0.960 -1.368
H 2.434 -0.763 -1.269
H 0.960 -2.066 -0.007
H -0.832 -1.544 -0.108
H 0.392 -1.323 1.217
H 2.322 0.823 0.965

The HOMO-LUMO gap is 6.94 eV. The value obtained for the molar mass is 129.12 g mol⁻¹. The value obtained for the LUMO energy is 0.30 eV. As for the multiplicity: 1.



## ii
The following is a DFT calculation (ωB97M-V with the def2-TZVPD basis set) of a single C5H7NO3 molecule.

Element x y z (Å)
O -2.515 1.105 0.252
C -2.286 -0.012 -0.640
C -1.049 -0.982 -0.246
C -0.560 -1.082 1.013
C 0.406 -0.417 0.039
O 0.612 1.043 0.100
C 1.972 1.115 0.015
N 2.591 0.046 -0.049
O 1.567 -0.981 -0.476
H -1.771 1.573 0.089
H -2.158 0.293 -1.722
H -3.145 -0.694 -0.457
H -0.805 -1.859 -0.958
H -0.151 -2.099 1.245
H -0.947 -0.623 1.886
H 2.622 2.012 0.173

The HOMO-LUMO gap is 9.43 eV. The value obtained for the molar mass is 129.12 g mol⁻¹. The value obtained for the LUMO energy is 0.75 eV. As for the multiplicity: 1. The SMILES is OC[C@@H]1C[C@]12OC=NO2.



## iii
The following is a DFT calculation (ωB97M-V with the def2-TZVPD basis set) of a single C5H7NO3 molecule.

Element x y z (Å)
N -2.388 -0.463 0.798
C -1.490 0.169 1.553
O -1.735 1.341 1.868
C -0.021 -0.302 1.541
O 0.699 0.508 2.427
C 0.560 -0.308 0.191
C 1.039 -0.323 -0.921
C 1.615 -0.318 -2.274
O 1.278 0.827 -3.024
H -2.492 -1.463 0.909
H -3.080 0.275 0.442
H -0.035 -1.344 1.909
H 0.449 1.423 2.215
H 1.230 -1.186 -2.827
H 2.708 -0.441 -2.196
H 1.662 1.605 -2.609

The HOMO-LUMO gap is 10.46 eV. The value obtained for the molar mass is 129.11 g mol⁻¹. The value obtained for the LUMO energy is 0.61 eV. As for the multiplicity: 1. The SMILES is NC(=O)[C@H](O)C#CCO.



Which one is most stable, and which one is least stable? iii is the most stable of them, while ii is the least stable.



## i
The following is a DFT calculation (ωB97M-V with the def2-TZVPD basis set) of 2 unconnected molecules or ions with the total composition C5H7NO3.

Element x y z (Å)
H 1.944 2.479 0.355
N 1.621 1.570 0.029
C 1.217 0.820 0.947
C 0.517 -0.493 0.695
O 0.822 -1.530 1.242
C -1.149 -0.020 0.890
O -1.542 1.090 1.131
O -1.906 -1.121 0.961
H 1.287 1.030 2.018
H -2.811 -0.878 1.219
C -0.518 -0.059 -1.601
C 0.526 -0.925 -1.435
H -1.523 -0.409 -1.756
H -0.360 1.006 -1.627
H 1.528 -0.570 -1.609
H 0.348 -1.989 -1.460

The HOMO-LUMO gap is 8.93 eV. The value obtained for the molar mass is 129.12 g mol⁻¹. The value obtained for the LUMO energy is -0.10 eV. As for the multiplicity: 1. The SMILES is [H]/N=C/C(=O)C(=O)O.C=C.



## ii
The following is a DFT calculation (ωB97M-V with the def2-TZVPD basis set) of a single C5H7NO3 molecule.

Element x y z (Å)
C 1.502 -1.593 -0.324
C 0.439 -0.573 -0.052
C -0.913 -0.578 -0.054
O -1.842 -1.516 0.069
C -1.222 0.862 -0.258
O -1.856 1.624 0.730
N -0.163 1.563 -1.100
C 0.505 0.933 -0.056
O 1.008 1.701 0.960
H 2.255 -1.219 -1.025
H 2.008 -1.904 0.595
H 1.068 -2.506 -0.743
H -1.410 -2.362 0.261
H -2.744 1.844 0.420
H -0.246 2.563 -0.921
H 1.611 1.162 1.497

The HOMO-LUMO gap is 7.56 eV. The value obtained for the molar mass is 129.11 g mol⁻¹. The value obtained for the LUMO energy is 0.59 eV. As for the multiplicity: 1. The SMILES is CC1=C(O)[C@]2(O)N[C@]12O.



Which one is most stable, and which one is least stable? i is the most stable of them, while ii is the least stable.



## i
The following is a DFT calculation (ωB97M-V with the def2-TZVPD basis set) of a molecular structure, C14H37BrN3O6V.

Element x y z (Å)
O -9.468 -0.050 2.447
V -9.256 0.888 3.712
O -8.736 -0.050 4.895
Br -11.785 0.649 4.664
C -7.171 -6.435 12.787
O -8.222 -6.041 11.939
C -8.779 -4.765 12.286
C -10.018 -4.549 11.416
N -9.800 -3.873 10.134
C -8.999 -4.705 9.226
C -8.955 -4.142 7.816
O -10.163 -3.548 7.429
C -10.190 -3.189 6.072
H -6.431 -5.625 12.806
H -6.735 -7.305 12.298
H -7.482 -6.706 13.800
H -8.030 -4.074 11.875
H -9.020 -4.731 13.349
H -10.727 -3.916 11.961
H -10.564 -5.477 11.239
H -9.246 -3.050 10.358
H -9.333 -5.737 9.315
H -7.941 -4.690 9.536
H -8.627 -4.939 7.123
H -8.144 -3.405 7.673
H -11.248 -3.008 5.879
H -9.900 -4.022 5.415
H -9.615 -2.311 5.766
C -5.237 2.245 1.741
C -6.588 1.566 1.821
C -6.697 0.376 0.876
O -6.645 0.891 -0.434
C -7.247 0.046 -1.389
N -6.908 1.110 3.203
H -5.207 3.083 2.443
H -5.024 2.535 0.706
H -4.309 1.683 1.916
H -7.380 2.225 1.480
H -7.663 -0.114 1.037
H -5.934 -0.385 1.097
H -8.258 -0.271 -1.122
H -6.631 -0.845 -1.575
H -7.244 0.570 -2.345
H -6.200 0.419 3.452
H -6.572 1.858 3.815
C -8.864 5.182 5.293
C -9.539 4.020 4.559
C -9.286 4.116 3.063
O -9.544 2.820 2.531
C -9.699 2.872 1.112
N -8.960 2.761 5.098
H -9.064 5.145 6.365
H -9.385 6.115 5.043
H -7.811 5.270 5.035
H -10.615 4.040 4.715
H -8.310 4.523 2.774
H -10.028 4.801 2.636
H -9.671 1.846 0.743
H -8.919 3.460 0.633
H -10.714 3.189 0.862
H -9.649 2.347 5.731
H -8.174 2.979 5.700

The HOMO-LUMO gap is 8.43 eV. The value obtained for the molar mass is 474.31 g mol⁻¹. The value obtained for the LUMO energy is 0.07 eV. As for the multiplicity: 1.



## ii
The following is a DFT calculation (ωB97M-V with the def2-TZVPD basis set) of a molecular structure, C14H37BrN3O6V.

Element x y z (Å)
O 0.106 0.349 1.018
V -0.004 -0.805 -0.073
O 0.370 -2.161 0.721
Br 2.159 -0.555 -1.552
C 2.221 4.917 0.661
O 3.346 4.191 1.049
C 3.003 3.019 1.751
C 4.277 2.321 2.206
N 4.049 1.056 2.917
C 3.546 0.018 1.998
C 3.366 -1.273 2.768
O 4.626 -1.847 3.070
C 4.500 -3.039 3.773
H 1.618 5.285 1.503
H 1.546 4.312 0.036
H 2.562 5.766 0.070
H 2.372 2.352 1.145
H 2.382 3.267 2.633
H 4.826 3.001 2.860
H 4.895 2.124 1.328
H 3.244 1.262 3.509
H 4.170 -0.182 1.128
H 2.542 0.249 1.622
H 2.769 -1.998 2.197
H 2.815 -1.087 3.704
H 5.495 -3.313 4.128
H 4.064 -3.858 3.184
H 3.869 -2.952 4.675
C -2.351 2.106 -0.301
C -2.503 1.135 -1.456
C -3.030 1.779 -2.699
O -3.061 0.830 -3.731
C -3.369 1.391 -4.986
N -1.252 0.409 -1.711
H -1.353 2.542 -0.232
H -2.503 1.587 0.645
H -3.062 2.931 -0.363
H -3.215 0.354 -1.170
H -2.360 2.617 -2.976
H -4.017 2.234 -2.534
H -3.480 0.577 -5.694
H -2.611 2.112 -5.321
H -4.299 1.979 -4.957
H -0.601 1.033 -2.199
H -1.396 -0.250 -2.478
C -3.902 -3.266 0.668
C -2.531 -2.755 0.228
C -2.412 -2.811 -1.264
O -1.070 -2.512 -1.547
C -0.660 -2.816 -2.873
N -2.323 -1.352 0.679
H -4.733 -2.738 0.186
H -4.051 -3.131 1.743
H -4.048 -4.328 0.460
H -1.770 -3.354 0.723
H -3.101 -2.079 -1.715
H -2.637 -3.808 -1.653
H -0.532 -3.892 -3.004
H 0.305 -2.328 -3.014
H -1.359 -2.409 -3.612
H -2.298 -1.394 1.694
H -3.151 -0.816 0.436

The HOMO-LUMO gap is 8.20 eV. The value obtained for the molar mass is 474.31 g mol⁻¹. The value obtained for the LUMO energy is 0.01 eV. As for the multiplicity: 1.



Which one is most stable, and which one is least stable? ii is the most stable of them, while i is the least stable.